C41H41BiN9OS4 | ωB97M-V with the def2-TZVPD basis set

```
97
Properties=species:S:1:pos:R:3:mulliken_charge:R:1
Bi 0.1796 1.3138 -0.8253 1.500
S -2.1556 0.3944 1.5251 -0.370
S -1.2509 -0.9066 -2.2885 -0.572
S -1.8578 4.6815 -3.7366 -0.399
S 1.9052 -0.7598 -2.0567 -0.377
O 1.7120 0.0918 1.8191 -0.144
N -2.3533 2.9449 0.6745 -1.737
N -4.3009 1.8692 1.0694 -0.339
N -1.0177 2.9565 0.5317 1.625
N -1.4534 2.5309 -2.3845 0.423
N 1.4495 -2.0641 2.5154 -0.110
N 1.7536 -3.2193 -1.1301 0.214
N 0.5116 -0.3223 3.7069 -0.140
N 1.6629 2.6256 0.5998 0.758
N -0.9922 -3.4287 -1.5381 0.269
C 1.2510 -0.6999 2.6351 0.314
C 1.2724 4.4188 -3.9451 -0.929
C -3.6409 -5.8129 1.2183 -0.771
C 2.9610 2.3735 0.7131 0.172
C 5.0346 -2.6786 2.6748 -0.501
C -3.1364 -5.4375 -0.0180 -0.225
C 2.6411 4.3196 -4.1118 -0.852
C -0.4002 -2.2437 -1.7499 0.692
C -0.1933 -4.6212 -1.2938 -0.590
C -4.1144 -3.5153 1.7208 -0.773
C 1.1218 3.6697 1.2391 0.290
C 0.9967 -4.2612 -0.4492 -0.654
C 4.6598 -3.9612 2.3003 -0.807
C -3.7700 1.6388 -2.2302 0.396
C 3.8673 -3.1211 0.1805 0.665
C 0.6220 3.5686 -3.0483 0.593
C 4.2689 -1.8406 0.5547 0.006
C -5.0942 1.8605 -2.5474 -0.970
C -2.8238 2.5956 -2.5851 -0.665
C -2.9493 1.8250 1.0211 0.220
C -3.2405 3.7342 -3.2923 0.693
C 1.3353 2.6404 -2.2901 0.326
C -2.4405 -3.6472 -1.6753 -1.598
C 1.0970 -2.1534 -1.6016 0.188
C -4.1166 -4.8507 2.0971 -0.426
C 3.3554 3.3641 -3.4030 -1.097
C -5.5008 3.0237 -3.2055 -0.571
C -4.5747 3.9734 -3.5908 -0.606
C -0.8316 3.5137 -2.9697 0.620
C -3.6009 -3.1419 0.4888 -0.004
C 0.1324 1.0567 3.9471 -0.657
C -0.3371 3.7822 1.2521 0.381
C 4.0803 -4.1810 1.0583 0.059
C -1.0047 4.6962 2.2341 -2.022
C 3.2804 4.2918 2.0731 -0.651
C 2.7043 2.5370 -2.4963 -0.212
C 4.8450 -1.6207 1.7968 -0.449
C 3.2100 -3.3557 -1.1629 -2.251
C -3.0793 -4.0924 -0.3791 0.473
C 1.9224 4.5352 1.9814 -0.956
C 3.8147 3.1798 1.4415 -1.145
H -3.5997 -2.1006 0.1953 0.324
H 3.2817 1.7878 -1.9659 0.215
H -4.5005 -2.7589 2.3919 0.418
H 0.1287 -5.0559 -2.2470 0.242
H -0.6312 4.5087 3.2424 0.405
H -3.4569 0.7330 -1.7297 0.049
H -2.5960 -4.4000 -2.4535 0.416
H 0.7059 1.6788 3.2643 0.073
H -0.9309 1.2103 3.7663 0.242
H 5.4917 -2.5104 3.6409 0.421
H 4.8201 -4.7919 2.9751 0.410
H 1.3645 -2.6159 3.3538 0.225
H -4.7833 1.1443 1.5644 0.194
H 3.1495 4.9680 -4.8126 0.394
H 1.4804 5.3802 2.4886 0.543
H 0.6667 -3.8952 0.5278 0.139
H 0.7037 5.1291 -4.5335 0.413
H -6.5486 3.1729 -3.4284 0.413
H -4.5051 -5.1484 3.0622 0.394
H 0.0287 -1.0278 4.2346 0.204
H 5.1415 -0.6206 2.0849 0.413
H 2.2468 -2.3048 1.9447 -0.242
H 3.3108 1.4686 0.2333 0.299
H -2.0736 4.5126 2.2152 0.431
H -5.8327 1.1163 -2.2788 0.444
H 4.8659 2.9429 1.5190 0.512
H -4.8757 4.8663 -4.1219 0.412
H -4.7803 2.7208 0.8305 0.268
H -3.6581 -6.8588 1.4964 0.393
H -0.8288 5.7446 1.9855 0.390
H -0.8075 -5.3462 -0.7700 0.385
H 1.6350 -5.1293 -0.3014 0.476
H 3.9144 4.9573 2.6435 0.426
H 3.8164 -5.1900 0.7616 0.400
H -2.8279 -6.2074 -0.7172 0.499
H 3.5945 -2.6479 -1.8918 0.758
H 0.3735 1.3404 4.9729 0.397
H 4.4219 3.2640 -3.5604 0.479
H 4.1273 -1.0249 -0.1406 0.277
H 3.4250 -4.3714 -1.5017 0.480
H -2.8754 -2.7106 -2.0057 0.662
```

Computed properties:
Multiplicity ... 1
E_HOMO ... -9.44 eV
LUMO level ... -3.463 eV
Net charge ... +1

C50H52BFN8O15 | ωB97M-V with the def2-TZVPD basis set

```
127
Properties=species:S:1:pos:R:3:mulliken_charge:R:1
F -4.5436 -1.0116 2.2760 -0.408
O -1.8599 -1.7895 3.9632 0.037
O -3.5245 -0.0068 -6.4881 -0.623
O -3.9772 4.3450 -3.9826 -0.632
O -2.3271 2.9827 -3.7600 -0.622
O 0.9775 0.7612 3.9764 -0.718
O 2.4039 3.6085 -0.2986 -0.583
O 3.4313 1.8411 0.6271 -0.409
O -3.2069 -2.3984 10.9108 -0.610
O -1.5385 -0.0896 -5.6650 -0.610
O 4.0267 -4.1187 -2.1932 -0.598
O 2.4250 -0.1655 -4.4047 -0.635
O 6.0697 -4.7865 -2.2211 -0.599
O 6.7703 10.3390 1.8456 -0.606
O -2.3775 -3.4075 9.2023 -0.619
O 7.7104 9.0025 3.2440 -0.606
N -0.3686 -0.3819 -1.1425 -0.365
N -2.9455 -2.4711 9.7287 1.022
N 1.3883 0.0027 1.0045 -0.216
N 1.2235 0.5618 -2.6067 0.406
N 6.9271 9.2463 2.3495 1.000
N -3.3738 3.4757 -3.3906 1.078
N 4.9055 -4.8843 -2.5418 0.988
N -2.3231 0.1356 -6.5653 1.044
C 3.2098 -6.1147 -3.8292 -0.230
C 1.7182 0.3313 -0.2094 0.657
C -5.0412 2.0274 0.2092 -0.637
C -2.0835 1.4103 -10.0554 -0.397
C 5.4847 5.8390 1.9153 -0.392
C -1.9979 -1.2622 0.3667 -0.127
C 6.1070 8.1332 1.8372 0.010
C -3.9567 2.9661 -2.1323 -0.199
C -1.3326 -3.0400 4.4497 -0.370
C -3.7641 -2.1345 1.9090 0.746
C -3.8406 1.5050 -0.2537 -0.237
C -1.7606 0.6273 -7.8339 0.058
C -4.4693 -2.8249 0.7658 -1.093
C 4.6000 6.0551 0.8665 -0.142
C 0.0345 0.8496 -3.4616 -1.233
C -4.3596 0.7925 8.6145 -0.276
C -2.6207 0.9323 -8.8715 -0.469
C 2.8637 -7.1609 -4.6686 -0.473
C -2.4516 -3.9899 4.8844 -1.466
C 3.8273 -8.0724 -5.0797 -0.448
C 2.3503 -1.7148 -2.6112 -0.960
C -4.1146 0.7338 7.2482 -0.876
C 3.0784 0.9513 -0.4328 -0.983
C 0.1499 -0.5388 1.2026 0.624
C -0.3895 0.7757 -7.9363 -0.270
C 5.1417 -7.9438 -4.6504 -0.394
C -3.0876 -1.4210 7.5125 -0.399
C -5.1548 3.4959 -1.6930 -0.602
C -1.4594 -1.4397 2.6970 -0.526
C 5.2290 8.3752 0.7974 -0.348
C 6.2494 6.8835 2.4095 -0.395
C -3.9752 -0.2542 9.4378 -0.579
C -0.7248 -0.7301 0.1218 -0.688
C 2.0235 -0.4128 -3.2931 0.566
C 0.8115 0.1266 -1.3118 -0.301
C 4.5254 -6.0040 -3.4202 0.153
C -5.6967 3.0181 -0.5101 -0.456
C -2.3785 -1.6181 1.6261 0.672
C -3.3468 -1.3447 8.8671 0.136
C 2.6754 2.9755 0.6861 1.185
C -0.7099 1.5719 -10.1822 -0.427
C 4.4717 7.3217 0.3111 -0.658
C -0.2281 -0.8923 2.5122 0.005
C -3.4774 -0.3711 6.6986 -0.086
C 1.7045 -1.6425 4.3798 -1.053
C -3.7425 -4.0687 0.2609 -1.169
C 2.2612 3.3467 2.0742 -1.348
C -3.2892 1.9747 -1.4351 0.160
C 5.5010 -6.9006 -3.8129 -0.454
C 0.1343 1.2530 -9.1267 -0.541
B 0.8339 -0.5727 3.6382 0.288
H -0.7091 1.3727 -2.8776 0.129
H -3.6858 0.8016 -8.7544 0.453
H -5.4547 -3.1253 1.1245 0.480
H 2.2262 4.4286 2.1582 0.385
H -2.5918 -2.2864 7.1004 0.371
H 1.5054 -1.5463 5.4506 0.306
H -4.8532 1.6544 9.0417 0.378
H 2.4727 -5.3979 -3.5005 0.468
H -0.6815 -2.8187 5.2951 0.295
H 6.9434 6.7320 3.2220 0.452
H -4.3125 -4.5133 -0.5533 0.405
H 2.9369 2.9196 2.8102 0.303
H -0.2959 1.9502 -11.1073 0.380
H 2.8567 -2.3244 -3.3515 0.466
H 3.8317 0.1642 -0.4004 0.251
H 1.8408 -7.2625 -5.0034 0.375
H -3.2823 -0.4241 5.6355 0.544
H 5.5834 4.8527 2.3487 0.403
H -3.4314 -3.5346 4.7714 0.339
H 6.5184 -6.7843 -3.4719 0.448
H -2.3962 -4.9302 4.3403 0.331
H 1.4572 -2.2439 -2.2832 0.291
H 1.8769 1.0635 3.8142 0.240
H -3.6878 -4.8191 1.0511 0.306
H -6.6333 3.4209 -0.1502 0.381
H -2.6717 -1.3683 -0.4725 0.700
H 3.0399 -1.5737 -1.7808 0.210
H 3.5531 -8.8855 -5.7383 0.375
H -3.3330 0.7290 0.3047 0.398
H 2.7576 -1.3703 4.2627 0.397
H -4.4210 1.5510 6.6091 0.417
H -4.1600 -0.2250 10.5008 0.469
H -5.6529 4.2648 -2.2638 0.472
H -4.6481 -2.1137 -0.0415 0.398
H 0.2539 0.5260 -7.1050 0.590
H 5.1415 9.3657 0.3775 0.455
H 5.8901 -8.6554 -4.9700 0.373
H -2.7378 -3.8492 -0.0915 0.263
H -5.4671 1.6589 1.1330 0.480
H -2.3611 1.5703 -1.8070 0.529
H -2.3379 -4.2450 5.9384 0.391
H 3.7815 7.4875 -0.5043 0.414
H -3.7448 -2.7741 2.7877 -0.154
H 1.5616 -2.6725 4.0651 0.362
H 0.3396 1.5182 -4.2606 0.416
H -2.7388 1.6596 -10.8784 0.370
H 1.2033 1.3784 -9.2272 0.386
H 4.0091 5.2404 0.4729 0.406
H 1.2645 2.9369 2.2429 0.316
H -0.3795 -0.0525 -3.8896 0.649
H 3.1253 1.4496 -1.3960 0.523
H -0.7276 -3.4947 3.6654 0.541
```

Computed properties:
Multiplicity ... 1
E_HOMO ... -9.03 eV
SMILES string ... CCOc1c([C@@H](F)CC)cc2nc(N(C)C(C)=O)c(COC(C)=O)nc2c1B(C)O.O=[N+]([O-])c1ccccc1.O=[N+]([O-])c1ccccc1.O=[N+]([O-])c1ccccc1.O=[N+]([O-])c1ccccc1.O=[N+]([O-])c1ccccc1
LUMO level ... -0.736 eV
Net charge ... 0

We obtain max |F| values of 1.3 1.7 eV/A for the records listed above, in that order.
We obtain energy values of -107818.7635 -98709.0168 eV for the records listed above, in that order.